# C18H55AlBr2NO13

A molecular structure, C18H55AlBr2NO13 in a non-equilibrium geometry (ωB97M-V/def2-TZVPD, the OMol25 dataset).

Atoms and positions in Å:
C (2.508433, 0.857526, -0.075322)
O (1.783102, 1.152183, 1.125199)
C (0.803922, 0.118781, 1.438442)
Al (-0.793990, 0.361869, 0.179750)
Br (-0.555758, 2.537704, -0.881537)
C (-0.628125, -1.089080, -1.306752)
C (-1.679112, -2.233700, -0.913431)
O (-2.559470, -2.661551, -1.687217)
Br (-1.616183, -3.106018, 0.901398)
O (-2.460346, 0.084084, 0.967530)
C (-3.333856, 1.221500, 0.850230)
C (-3.965924, 1.426085, -0.604509)
N (-3.554979, 0.412818, -1.611563)
C (-4.193575, 0.618710, -2.931527)
C (-3.332656, 1.579560, -3.912939)
C (-3.471493, 3.129902, -3.549016)
O (-1.944954, 1.149233, -3.987391)
H (3.209102, -0.041537, -0.004384)
H (1.843882, 0.692357, -0.997245)
H (3.173572, 1.761781, -0.318677)
H (0.503463, 0.102527, 2.538158)
H (1.273022, -0.906258, 1.174537)
H (0.411143, -1.562888, -1.316660)
H (-0.912561, -0.682768, -2.330182)
H (-2.820882, 2.176323, 1.246025)
H (-4.219955, 1.034829, 1.569541)
H (-3.722781, 2.508816, -0.913772)
H (-5.122686, 1.393042, -0.561473)
H (-3.820486, -0.519042, -1.268018)
H (-4.186597, -0.407516, -3.458423)
H (-5.295275, 0.927193, -2.876312)
H (-3.754062, 1.443533, -4.978248)
H (-3.169912, 3.846883, -4.376987)
H (-4.539612, 3.288285, -3.164324)
H (-2.760948, 3.325434, -2.665473)
H (-1.382912, 1.932120, -3.778893)
C (-3.988979, -5.115208, 4.193426)
O (-2.839987, -5.460379, 3.438856)
H (-4.292382, -5.979658, 4.785849)
H (-3.755402, -4.283692, 4.861892)
H (-4.803003, -4.834760, 3.520275)
H (-2.591063, -4.680553, 2.923375)
C (5.633585, -0.043474, 1.817131)
O (5.788777, -0.594207, 0.514570)
H (5.068254, -0.743895, 2.432023)
H (6.617555, 0.119563, 2.265027)
H (5.088913, 0.902483, 1.752335)
H (6.290179, 0.044639, -0.005539)
C (1.318586, 6.259806, -0.084472)
O (0.196803, 6.457231, -0.930559)
H (2.152252, 6.855720, -0.457838)
H (1.072747, 6.578952, 0.932025)
H (1.599643, 5.203637, -0.086988)
H (-0.522956, 5.918897, -0.576971)
C (-8.573659, 0.765091, 0.381958)
O (-7.202848, 0.577765, 0.697416)
H (-8.804648, 1.829281, 0.437770)
H (-8.772359, 0.404972, -0.630932)
H (-9.195697, 0.222362, 1.098832)
H (-7.024739, -0.369430, 0.641137)
C (9.172148, -1.494784, 1.969530)
O (8.391613, -0.752090, 2.896870)
H (8.508717, -1.934239, 1.224906)
H (9.884133, -0.830875, 1.472327)
H (9.706989, -2.291835, 2.492424)
H (8.999195, -0.373963, 3.544063)
C (-6.448015, 3.823250, 1.862980)
O (-5.195152, 4.400472, 2.202888)
H (-6.805697, 4.277135, 0.938304)
H (-6.330163, 2.746969, 1.715077)
H (-7.169946, 4.013919, 2.662486)
H (-4.901491, 3.983035, 3.021313)
C (-3.759718, -1.446298, 4.458864)
O (-3.618998, -2.022477, 3.170980)
H (-4.313106, -2.137494, 5.095565)
H (-2.772432, -1.266756, 4.893402)
H (-4.310664, -0.504657, 4.384206)
H (-3.124336, -1.389016, 2.625178)
C (7.873985, -3.194770, -1.637131)
O (9.246781, -3.420934, -1.333585)
H (7.669094, -2.126350, -1.567928)
H (7.660520, -3.539688, -2.651367)
H (7.246607, -3.730295, -0.920349)
H (9.400243, -4.370557, -1.401472)
C (8.840448, -3.699323, -5.429839)
O (7.568411, -4.114939, -4.953716)
H (9.612073, -4.127873, -4.790216)
H (8.984285, -4.051094, -6.454839)
H (8.909107, -2.609031, -5.397261)
H (6.905206, -3.723272, -5.534785)

Atoms 1-6, force components in eV/Å:
C 0.52 0.37 -0.73
O 0.74 -0.60 -0.33
C -0.34 -1.02 -0.54
Al -0.53 -0.97 0.10
Br -0.13 -0.23 0.23
C -0.80 -1.45 0.60

Values from the calculation:
Net charge: -1
Calculated total energy in a.u.: -7142.100071
E_HOMO in eV: -5.0
LUMO level in eV: 2.076
Frontier orbital gap in eV: 7.109
Multiplicity: 1
Strongest force on any atom in eV/A: 4.73

These are the Mulliken partial charges, in e, on atoms 1 to 8: number 1, C, carries -0.415; number 2, O, carries -0.376; number 3, C, carries -0.293; number 4, Al, carries -0.392; number 5, Br, carries -0.501; number 6, C, carries -0.285; number 7, C, carries 0.355; number 8, O, carries -0.580